Record 1
Entry from the OMol25 dataset: a structure of composition C14H40InN2Na4O13PS (the ωB97M-V functional and the def2-TZVPD basis).

Largest force on an atom ... 4.18 eV/Å
Charge ... +2
Total energy ... -3223.48543 a.u.

Cartesian coordinates (Å):
In -3.472 0.618 -0.390
Na 0.312 2.484 -0.799
Na 0.378 -1.622 -2.003
Na -0.113 2.491 2.649
Na -1.270 -2.786 1.372
P -0.139 -0.220 0.600
O 0.695 0.988 1.188
O -1.468 -0.525 1.320
O 0.626 -1.544 0.344
O -0.682 0.213 -0.807
S -3.148 -2.719 -1.695
O -3.700 -1.553 -2.370
O -3.152 -2.385 -0.276
O -3.825 -3.969 -2.007
O -1.745 -2.963 -2.055
C 3.998 -1.637 -3.401
C 3.532 -1.052 -2.017
C 2.865 0.302 -2.073
O 3.717 1.309 -2.565
C 4.593 1.955 -1.617
N 2.697 -2.084 -1.522
H 3.190 -1.532 -4.124
H 4.322 -2.675 -3.475
H 4.689 -0.969 -3.915
H 4.439 -0.973 -1.417
H 2.512 0.484 -1.058
H 2.004 0.163 -2.726
H 5.195 2.686 -2.157
H 5.206 1.131 -1.252
H 3.967 2.290 -0.791
H 3.049 -3.006 -1.309
H 2.100 -1.708 -0.799
C -5.319 4.334 -3.785
C -4.710 3.023 -3.271
C -3.217 2.885 -3.705
O -2.729 1.555 -3.229
C -1.428 1.111 -3.859
N -4.816 3.031 -1.838
H -5.149 4.349 -4.861
H -5.041 5.289 -3.340
H -6.379 4.299 -3.534
H -5.383 2.217 -3.562
H -2.638 3.722 -3.314
H -3.163 3.011 -4.787
H -1.526 1.184 -4.942
H -1.263 0.075 -3.564
H -0.626 1.760 -3.506
H -4.110 3.686 -1.535
H -5.660 3.576 -1.740
C -3.530 -0.326 4.721
C -2.009 -0.193 4.930
O -1.540 0.581 3.801
H -4.052 0.624 4.604
H -3.947 -0.958 5.505
H -3.681 -1.077 3.945
H -1.637 -1.218 4.903
H -1.587 0.368 5.764
H -1.480 0.097 2.974
C 1.572 -2.982 4.861
C 0.808 -2.470 3.567
O 1.282 -3.275 2.379
H 2.592 -2.597 4.859
H 1.614 -4.068 4.948
H 1.164 -2.603 5.798
H 0.767 -1.400 3.366
H -0.246 -2.750 3.569
H 1.104 -2.691 1.638
C 4.602 -0.764 3.216
C 3.580 -0.427 2.143
O 3.254 0.960 2.176
H 4.101 -0.739 4.183
H 5.329 0.047 3.230
H 4.873 -1.795 2.988
H 2.644 -0.915 2.415
H 3.875 -0.687 1.127
H 2.331 0.959 1.909

***

Record 2
Entry from the OMol25 dataset: a cluster of 6 separate species, C14H40N12O7P in total (the ωB97M-V functional and the def2-TZVPD basis).

ΔE to the lowest compared entry with this formula, charge and spin ... 19.42 kcal per mole
Largest force on an atom ... 2.19 eV/Å
Charge ... -1
Total energy ... -2082.71675 a.u.

Cartesian coordinates (Å):
C 0.853 0.962 -1.409
C 0.320 0.958 0.034
N 0.246 2.309 0.587
C 0.468 2.296 2.079
C 0.066 3.587 2.770
C 0.663 3.900 4.205
C 1.594 5.135 4.058
C 3.015 4.917 3.546
N 3.157 4.356 2.204
P 1.606 2.579 4.889
O 2.170 2.901 6.239
C -0.962 2.955 0.236
C -0.856 4.342 -0.340
O -2.038 2.455 0.325
H 1.133 1.979 -1.644
H 0.053 0.691 -2.084
H 1.701 0.310 -1.529
H -0.668 0.498 0.032
H 0.931 0.338 0.670
H -0.151 1.483 2.458
H 1.508 2.030 2.189
H 0.250 4.449 2.146
H -1.019 3.547 2.879
H 1.702 5.534 5.065
H 1.087 5.906 3.493
H 3.622 4.350 4.235
H 3.492 5.904 3.518
H 2.378 4.567 1.602
H 3.383 3.376 2.205
H 2.722 2.174 4.069
H 0.758 1.449 5.012
H -0.033 4.906 0.074
H -1.779 4.853 -0.118
H -0.667 4.290 -1.404
C 0.808 7.901 0.150
O 0.853 7.202 1.138
N 1.937 8.393 -0.453
N -0.374 8.255 -0.449
H 1.925 8.971 -1.271
H 2.817 8.146 -0.039
H -1.217 7.907 -0.032
H -0.434 8.830 -1.267
C 0.035 -2.724 -0.558
O 0.618 -2.214 -1.504
N 0.606 -3.646 0.256
N -1.260 -2.397 -0.246
H 0.140 -4.077 1.032
H 1.550 -3.919 0.059
H -1.712 -1.712 -0.822
H -1.760 -2.794 0.525
C 1.454 -7.036 1.663
O 1.401 -5.842 1.909
N 1.944 -7.943 2.569
N 1.033 -7.555 0.479
H 1.999 -8.927 2.393
H 2.260 -7.584 3.451
H 0.654 -6.907 -0.202
H 1.075 -8.530 0.256
C -1.894 -6.091 -1.657
O -0.992 -6.154 -0.834
N -1.677 -6.159 -2.996
N -3.200 -5.941 -1.289
H -2.409 -6.105 -3.686
H -0.727 -6.262 -3.301
H -3.397 -5.883 -0.307
H -3.955 -5.882 -1.945
C -3.574 -5.272 -6.510
O -3.514 -6.027 -5.552
N -2.461 -4.821 -7.155
N -4.762 -4.821 -7.008
H -2.487 -4.199 -7.940
H -1.572 -5.131 -6.810
H -5.598 -5.135 -6.552
H -4.836 -4.200 -7.791

***

Record 3
Entry from the OMol25 dataset: a structure of composition C14H41Fe2NO15P (the ωB97M-V functional and the def2-TZVPD basis).

Expectation value of S² ... 20.016
ΔE to the lowest compared entry with this formula, charge and spin ... 25.51 kcal per mole
Largest force on an atom ... 4.67 eV/Å
Charge ... +1
Total energy ... -4609.97752 a.u.
Spin multiplicity ... 9

Cartesian coordinates (Å):
Fe -1.534 -1.926 0.992
Fe 0.992 -1.040 -1.925
P 0.047 -0.189 0.378
O -1.514 -0.024 0.439
O -0.156 -1.586 -0.427
O 0.442 -0.969 1.626
O 0.984 0.530 -0.615
C -1.263 0.863 -5.131
C -0.183 0.021 -4.424
C 1.076 0.829 -4.154
O 2.085 -0.032 -3.560
C 3.397 0.445 -3.894
N -0.708 -0.499 -3.131
H -0.854 1.010 -6.131
H -1.482 1.816 -4.650
H -2.197 0.303 -5.167
H 0.134 -0.766 -5.110
H 1.022 1.670 -3.454
H 1.390 1.268 -5.103
H 4.145 -0.099 -3.318
H 3.557 1.489 -3.633
H 3.661 0.263 -4.936
H -1.538 -1.056 -3.327
H -1.177 0.334 -2.755
C -2.805 -0.746 3.449
C -2.674 -0.673 4.967
O -3.381 -1.795 5.524
O -2.547 -2.068 2.926
H -2.067 -0.082 3.007
H -3.834 -0.490 3.192
H -3.163 0.213 5.376
H -1.639 -0.688 5.317
H -3.111 -1.822 6.447
H -3.115 -2.660 3.442
C 1.202 -4.786 0.970
C -0.276 -4.942 0.579
O -1.141 -3.987 1.289
O 1.743 -3.561 0.518
H 1.669 -5.607 0.422
H 1.410 -4.904 2.034
H -0.597 -5.954 0.833
H -0.479 -4.818 -0.482
H -1.651 -4.508 1.917
H 1.339 -2.842 1.021
C -3.752 1.726 -1.263
C -3.782 2.395 0.103
O -3.474 1.577 1.201
O -2.386 1.551 -1.660
H -4.238 2.343 -2.017
H -4.313 0.785 -1.229
H -4.776 2.826 0.244
H -3.051 3.211 0.057
H -2.716 0.995 0.946
H -2.074 0.851 -1.068
C 3.250 3.097 -0.753
C 2.148 3.920 -1.404
O 0.818 3.578 -1.086
O 3.288 1.764 -1.230
H 3.206 3.157 0.344
H 4.208 3.603 -0.893
H 2.304 3.905 -2.492
H 2.303 4.971 -1.149
H 0.733 2.624 -1.061
H 2.432 1.299 -1.197
C 2.357 0.699 4.282
C 3.157 0.587 2.971
O 2.957 -0.658 2.283
O 0.950 0.504 4.213
H 2.597 1.673 4.711
H 2.726 -0.114 4.916
H 4.215 0.665 3.215
H 2.887 1.358 2.238
H 2.017 -0.805 2.019
H 0.805 -0.028 3.424

***

Record 4
Entry from the OMol25 dataset: a cluster of 7 separate species, C14H41N11O7 in total (the ωB97M-V functional and the def2-TZVPD basis).

ΔE to the lowest compared entry with this formula, charge and spin ... 0.00 kcal per mole
Largest force on an atom ... 8.32 eV/Å
Charge ... 0
Total energy ... -1686.91732 a.u.

Cartesian coordinates (Å):
O -1.098 -1.054 0.414
H -1.743 -1.245 -0.271
H -1.499 -0.486 1.076
H -0.317 -0.636 0.043
C 2.629 0.889 -3.384
C 3.131 0.953 -1.907
C 4.032 2.263 -1.902
C 4.318 2.719 -0.487
C 3.035 2.802 0.383
C 2.159 1.513 0.484
N 1.991 1.044 -0.940
O 1.139 -0.164 -1.107
C 0.907 1.932 1.274
C 2.986 0.555 1.343
C 4.141 -0.247 -1.767
H 2.000 0.036 -3.638
H 3.486 0.909 -4.058
H 1.954 1.715 -3.608
H 3.568 3.022 -2.531
H 4.976 1.998 -2.380
H 4.833 3.677 -0.553
H 4.919 1.924 -0.046
H 2.571 3.758 0.139
H 3.144 3.210 1.389
H 0.226 1.099 1.450
H 0.415 2.790 0.815
H 1.221 2.218 2.278
H 4.010 0.873 1.538
H 2.991 -0.443 0.905
H 2.348 0.387 2.210
H 3.998 -0.896 -0.903
H 5.099 0.244 -1.596
H 4.201 -0.853 -2.671
C -2.115 1.378 3.513
O -1.916 0.581 2.546
N -3.262 1.821 3.935
N -1.156 2.021 4.158
H -3.285 2.649 4.512
H -4.064 1.405 3.482
H -0.285 1.959 3.649
H -1.276 2.668 4.924
C -3.729 1.439 -0.538
O -2.650 0.977 -0.545
N -4.350 1.655 0.571
N -4.405 2.054 -1.424
H -3.704 1.587 1.344
H -5.344 1.741 0.728
H -5.325 2.437 -1.264
H -3.796 2.444 -2.130
C 1.277 -2.474 2.950
O 0.662 -2.844 1.977
N 2.515 -2.093 2.991
N 0.858 -2.458 4.150
H 3.060 -2.094 2.141
H 2.899 -1.663 3.821
H -0.139 -2.519 4.296
H 1.432 -1.901 4.766
C -5.539 -2.397 -1.726
O -6.668 -1.886 -1.873
N -4.691 -2.560 -2.630
N -4.954 -2.737 -0.640
H -5.186 -2.387 -3.493
H -3.845 -3.106 -2.548
H -3.982 -3.006 -0.701
H -5.521 -2.891 0.181
C -0.819 -3.012 -2.588
O -1.673 -2.475 -1.882
N 0.469 -2.673 -2.674
N -0.981 -4.072 -3.388
H 0.761 -1.914 -2.076
H 1.119 -3.329 -3.084
H -0.222 -4.483 -3.914
H -1.945 -4.347 -3.507

***

Record 5
Entry from the OMol25 dataset: a cluster of 7 separate species, C14H41NO7 in total (the ωB97M-V functional and the def2-TZVPD basis).

Structure (SMILES) ... CC1(C)CCCC(C)(C)N1O.CO.CO.CO.CO.CO.O
ΔE to the lowest compared entry with this formula, charge and spin ... 16.39 kcal per mole
Largest force on an atom ... 3.04 eV/Å
Charge ... 0
Total energy ... -1139.31389 a.u.

Cartesian coordinates (Å):
C 7.040 11.720 14.343
O 8.062 10.833 14.631
H 6.933 11.874 13.291
H 6.054 11.350 14.696
H 7.241 12.682 14.893
H 8.384 10.383 13.872
C 11.989 11.121 13.004
O 11.722 10.436 11.780
H 11.508 12.097 13.117
H 11.621 10.466 13.781
H 13.105 11.269 13.052
H 10.808 10.540 11.566
C 8.562 8.705 9.523
O 9.684 8.839 10.393
H 8.776 9.278 8.627
H 8.343 7.641 9.295
H 7.764 9.218 10.069
H 10.468 8.381 9.969
C 9.649 7.988 13.600
O 8.808 8.868 12.831
H 9.508 8.153 14.673
H 9.495 7.004 13.186
H 10.704 8.205 13.465
H 9.089 8.944 11.864
C 6.668 7.839 15.437
O 6.203 7.587 14.157
H 5.836 7.721 16.133
H 7.471 7.151 15.766
H 7.036 8.817 15.678
H 6.879 7.866 13.512
O 10.327 11.779 15.611
H 10.678 11.741 16.509
H 9.462 11.337 15.704
C 11.455 6.145 10.514
C 12.368 6.564 9.339
C 11.949 5.804 8.065
C 12.514 6.464 6.778
C 12.202 7.897 6.817
C 12.756 8.736 7.947
N 12.230 8.084 9.202
O 13.022 8.593 10.236
C 14.307 8.899 7.852
C 12.081 10.147 8.002
C 13.776 6.096 9.658
H 11.580 5.112 10.757
H 10.430 6.267 10.136
H 11.576 6.698 11.418
H 12.266 4.753 8.194
H 10.885 5.679 8.102
H 12.093 5.851 5.961
H 13.622 6.390 6.776
H 11.081 8.004 6.794
H 12.586 8.376 5.917
H 14.637 9.707 8.506
H 14.828 8.002 8.049
H 14.549 9.295 6.861
H 12.431 10.777 7.169
H 11.005 9.995 7.858
H 12.318 10.655 9.050
H 13.743 5.001 9.867
H 14.195 6.532 10.505
H 14.353 6.193 8.748
H 12.451 9.213 10.723

***

Record 6
Entry from the OMol25 dataset: a structure of composition C14H41O11PdSSr (the ωB97M-V functional and the def2-TZVPD basis).

Expectation value of S² ... 3.754
Largest force on an atom ... 6.70 eV/Å
Charge ... 0
Total energy ... -1942.20874 a.u.
Spin multiplicity ... 4

Cartesian coordinates (Å):
Sr 0.212 0.621 -4.007
Pd -2.028 2.361 -1.236
S -2.667 1.726 -4.575
O -2.249 1.638 -3.206
O -2.337 3.080 -4.915
O -1.823 0.748 -5.216
O -4.096 1.439 -4.637
C 1.873 1.131 0.226
C 0.583 0.551 -0.319
O -0.092 1.221 -1.316
H 2.261 0.625 1.109
H 1.677 2.143 0.580
H 2.696 0.991 -0.475
H -0.063 0.228 0.497
H 0.941 -0.394 -0.727
C 0.220 -3.016 2.784
C -0.440 -2.782 4.111
O 0.335 -1.694 4.757
H 1.255 -3.272 3.011
H 0.222 -2.093 2.204
H -0.354 -3.750 2.218
H -0.444 -3.694 4.708
H -1.430 -2.438 3.815
H 0.176 -0.856 4.316
C 1.461 1.242 4.246
C 0.006 1.527 4.479
O -0.669 0.718 3.583
H 1.735 0.203 4.428
H 2.137 1.789 4.903
H 1.764 1.491 3.229
H -0.343 2.511 4.167
H -0.464 1.422 5.457
H -1.604 0.930 3.531
C 4.584 -1.274 -3.541
C 3.446 -0.614 -2.821
O 2.772 0.209 -3.733
H 5.265 -0.510 -3.918
H 4.180 -1.954 -4.291
H 5.277 -1.858 -2.936
H 4.106 -0.145 -2.091
H 2.763 -1.268 -2.280
H 3.457 0.640 -4.248
C -2.858 -1.814 0.414
C -3.249 -0.361 0.544
O -2.997 0.371 -0.628
H -1.836 -1.865 0.040
H -3.453 -2.131 -0.443
H -3.018 -2.372 1.337
H -2.697 0.041 1.393
H -4.288 -0.406 0.869
H -3.471 -0.101 -1.317
C -0.792 5.096 1.501
C -0.591 3.638 1.158
O -1.911 3.053 0.896
H -1.510 5.270 2.302
H -1.049 5.690 0.624
H 0.167 5.499 1.827
H -0.077 3.102 1.956
H 0.141 3.500 0.362
H -2.266 2.911 1.776
C 0.363 -3.723 -2.310
C 0.259 -2.969 -3.617
O -0.439 -1.812 -3.375
H 0.473 -3.134 -1.399
H 1.339 -4.202 -2.384
H -0.416 -4.476 -2.188
H -0.129 -3.651 -4.373
H 1.287 -2.728 -3.887
H -1.280 -2.000 -2.952

***

> Among the records above, which one has the highest total energy?

C14H41NO7

***

> largest force on an atom of number 6 (C14H41O11PdSSr)?

6.70 eV/Å